[1]
Density functional theory data (wB97M-V/def2-TZVPD) for 4 unconnected molecules or ions with the total composition C31H74BIN2O15P4S2 in a non-equilibrium geometry.

Cartesian coordinates (Å):
C -2.20 -6.00 5.46
C -1.37 -6.70 4.37
C -1.14 -5.85 3.11
C -0.59 -4.46 3.45
N -0.35 -3.62 2.28
C -1.54 -3.40 1.42
C -2.85 -3.10 2.20
C -3.73 -2.10 1.42
C -5.26 -2.36 1.28
P -5.96 -3.99 1.83
C -6.18 -4.55 -0.02
C -7.45 -4.15 -0.81
C -7.89 -2.68 -0.75
I -9.79 -2.45 -1.74
C -5.64 -3.68 3.73
C -5.56 -2.26 4.28
C -6.84 -1.42 4.23
O -7.68 -1.89 5.31
C -8.76 -1.07 5.52
C -8.76 -0.39 6.89
O -9.64 -0.92 4.70
B -7.79 -4.48 2.29
O -8.16 -5.79 2.08
N -8.82 -3.57 2.80
C -9.97 -3.42 1.88
C -9.35 -4.27 4.02
C 0.32 -2.42 2.58
S -0.08 -1.43 3.81
S 1.69 -2.13 1.49
C 1.62 -0.37 0.98
C 0.23 0.22 0.80
C -0.44 -0.13 -0.56
H -2.59 -6.72 6.18
H -1.51 -5.37 6.04
H -2.97 -5.34 5.08
H -1.80 -7.67 4.12
H -0.39 -6.92 4.81
H -2.02 -5.84 2.45
H -0.35 -6.36 2.55
H 0.39 -4.63 3.91
H -1.18 -3.97 4.23
H -1.71 -4.34 0.89
H -1.29 -2.59 0.73
H -3.29 -4.07 2.42
H -2.60 -2.66 3.17
H -3.61 -1.13 1.91
H -3.28 -1.95 0.44
H -5.80 -1.48 1.65
H -5.44 -2.29 0.21
H -5.04 -5.10 1.93
H -5.32 -4.33 -0.66
H -6.19 -5.65 0.00
H -8.32 -4.79 -0.64
H -7.22 -4.33 -1.87
H -7.88 -2.22 0.23
H -7.20 -2.10 -1.37
H -4.72 -4.21 4.01
H -6.43 -4.21 4.29
H -5.34 -2.34 5.36
H -4.75 -1.64 3.89
H -7.35 -1.43 3.27
H -6.56 -0.39 4.51
H -7.72 -0.27 7.18
H -9.20 -1.11 7.58
H -9.31 0.54 6.83
H -7.42 -6.32 1.77
H -9.87 -2.44 1.39
H -9.96 -4.15 1.06
H -10.93 -3.41 2.39
H -9.76 -3.55 4.73
H -8.60 -4.92 4.48
H -10.15 -4.96 3.70
H 2.10 -0.33 0.00
H 2.26 0.22 1.63
H 0.36 1.31 0.81
H -0.45 0.00 1.62
H 0.19 -0.75 -1.20
H -1.39 -0.62 -0.35
H -0.70 0.78 -1.10
C 5.99 -1.27 1.41
O 6.68 -0.05 1.09
P 5.75 1.20 0.47
O 5.37 0.45 -0.79
O 7.07 2.13 0.32
C 8.14 1.68 -0.51
O 4.71 2.46 0.19
C 4.99 3.30 -0.93
H 6.59 -1.82 2.13
H 5.01 -1.07 1.85
H 5.87 -1.87 0.51
H 7.79 0.99 -1.28
H 8.90 1.19 0.10
H 8.58 2.55 -0.98
H 5.32 2.71 -1.79
H 5.74 4.04 -0.68
H 4.06 3.81 -1.19
C 3.62 2.11 -6.20
O 3.93 3.42 -6.71
P 4.88 4.41 -5.74
O 3.85 4.52 -4.64
O 4.72 5.59 -6.86
C 3.41 6.04 -7.19
O 6.02 5.35 -4.92
C 5.70 6.71 -4.67
H 3.36 1.48 -7.04
H 4.47 1.68 -5.68
H 2.77 2.18 -5.52
H 2.71 5.88 -6.38
H 3.06 5.53 -8.09
H 3.48 7.11 -7.40
H 4.65 6.83 -4.40
H 5.94 7.32 -5.54
H 6.33 7.03 -3.84
C 10.88 10.87 -6.23
O 11.46 9.58 -6.00
P 10.44 8.28 -6.06
O 9.52 8.57 -4.92
O 11.65 7.27 -5.69
C 12.23 7.34 -4.39
O 9.61 7.13 -6.89
C 9.43 5.88 -6.25
H 11.68 11.55 -6.54
H 10.12 10.84 -7.01
H 10.44 11.24 -5.30
H 11.53 7.74 -3.66
H 13.13 7.96 -4.42
H 12.51 6.33 -4.10
H 9.20 5.99 -5.19
H 10.31 5.25 -6.38
H 8.59 5.38 -6.73

Results
HOMO ... -7.7 eV
Maximum force ... 8.73 eV Å⁻¹
Frontier orbital gap ... 5.385 eV
E ... -4947.81657 hartree

[2]
Density functional theory data (wB97M-V/def2-TZVPD) for 4 unconnected molecules or ions with the total composition C2H11O3S in a non-equilibrium geometry.

Cartesian coordinates (Å):
C -0.69 1.89 0.34
C -0.45 0.70 -0.58
S -0.42 -0.90 0.27
H -0.11 2.13 1.20
H -1.70 1.90 0.67
H -0.67 2.80 -0.29
H 0.51 0.92 -1.11
H -1.19 0.78 -1.36
H 2.98 -1.81 0.18
H 1.71 -2.29 -0.71
O 2.70 -2.48 -0.57
H 1.43 -0.23 0.96
H 2.56 0.67 0.27
O 2.38 0.10 1.02
H -2.52 -0.85 -0.37
H -3.10 -2.04 0.30
O -3.42 -1.28 -0.20

Results
Charge ... -1
HOMO ... -3.7 eV
Energy relative to the best compared isomer or geometry (same formula, charge and spin) ... 59.9 kJ/mol
Maximum force ... 3.03 eV Å⁻¹
Frontier orbital gap ... 7.525 eV
E ... -706.75107 hartree

[3]
Density functional theory data (wB97M-V/def2-TZVPD) for a molecular structure, C14H24NO2PdSi2 in a non-equilibrium geometry.

Cartesian coordinates (Å):
Pd -0.74 0.46 0.95
C -2.86 -1.48 -1.52
Si -1.52 -1.52 -0.18
C -2.04 -2.93 0.96
C -0.04 -2.27 -1.10
C -0.09 -3.46 -1.85
C 1.02 -3.94 -2.53
C 2.22 -3.22 -2.47
C 2.28 -2.05 -1.74
C 1.16 -1.57 -1.04
Si 1.22 0.04 -0.04
C 2.73 -0.17 1.04
C 1.66 1.33 -1.32
H -2.97 -2.45 -2.00
H -2.60 -0.74 -2.28
H -3.83 -1.20 -1.10
H -2.18 -3.84 0.36
H -2.98 -2.71 1.47
H -1.28 -3.13 1.72
H -1.02 -4.03 -1.90
H 0.96 -4.86 -3.10
H 3.09 -3.58 -3.00
H 3.22 -1.51 -1.70
H 3.60 -0.40 0.41
H 2.59 -0.99 1.75
H 2.96 0.73 1.62
H 2.52 0.95 -1.89
H 1.93 2.29 -0.88
H 0.83 1.49 -2.02
C -1.78 5.34 -0.29
C -1.60 3.90 0.14
N -0.41 3.59 0.72
O -2.49 3.09 -0.02
H -0.87 5.93 -0.25
H -2.52 5.79 0.38
H -2.18 5.35 -1.30
H 0.35 4.25 0.68
H -0.20 2.61 0.93
C 0.76 0.84 3.83
C -0.51 0.84 2.99
O -1.60 0.78 3.55
H 0.55 0.94 4.90
H 1.40 1.65 3.48
H 1.28 -0.10 3.63

Results
Charge ... -1
HOMO ... -2.9 eV
Energy relative to the best compared isomer or geometry (same formula, charge and spin) ... 0.0 kJ/mol
Maximum force ... 1.64 eV Å⁻¹
Frontier orbital gap ... 5.912 eV
E ... -1460.06131 hartree

[4]
Density functional theory data (wB97M-V/def2-TZVPD) for 5 unconnected molecules or ions with the total composition C20H38Cl8NO3 in a non-equilibrium geometry.

Cartesian coordinates (Å):
C 1.47 -1.89 -1.40
C 0.06 -1.38 -0.79
C -0.77 -2.73 -0.51
C -0.70 -0.57 -1.93
C -1.00 0.95 -1.58
O -2.00 1.41 -2.52
C 0.26 1.89 -1.50
C 1.35 1.44 -2.70
C 2.69 2.41 -2.78
O 2.65 0.92 -2.21
C -1.66 0.92 -0.10
C -0.78 0.15 0.98
C -0.14 1.30 1.93
C -1.69 -0.72 1.98
N 0.37 -0.60 0.42
O 1.01 -1.29 1.31
H 2.35 -1.29 -1.04
H 1.61 -2.94 -0.98
H 1.42 -2.02 -2.52
H -0.41 -3.25 0.43
H -1.87 -2.47 -0.42
H -0.62 -3.37 -1.43
H -0.24 -0.72 -2.96
H -1.73 -1.07 -2.02
H -2.83 1.45 -2.01
H 0.01 2.93 -1.86
H 0.84 1.85 -0.54
H 0.92 1.04 -3.71
H 3.57 2.10 -3.41
H 2.84 2.89 -1.77
H -1.97 1.96 0.23
H -2.63 0.34 -0.22
H 0.99 1.18 1.94
H -0.49 1.16 3.00
H -0.35 2.34 1.56
H -2.32 -1.49 1.44
H -1.06 -1.19 2.79
H -2.39 0.01 2.49
Cl -3.02 -3.73 3.41
C -4.67 -3.62 2.75
C -4.84 -4.44 1.50
Cl -3.93 -3.77 0.12
H -4.90 -2.56 2.58
H -5.35 -3.98 3.53
H -5.89 -4.46 1.20
H -4.52 -5.47 1.65
Cl 5.36 4.65 -1.75
C 5.65 5.73 -3.13
C 4.53 6.73 -3.33
Cl 3.03 5.94 -3.89
H 5.80 5.12 -4.02
H 6.58 6.27 -2.92
H 4.81 7.45 -4.10
H 4.31 7.27 -2.42
Cl -4.57 -7.57 1.75
C -5.81 -8.81 2.04
C -7.12 -8.48 1.35
Cl -7.93 -7.07 2.08
H -5.94 -8.92 3.11
H -5.41 -9.75 1.65
H -7.80 -9.32 1.43
H -6.97 -8.27 0.29
Cl 8.34 7.16 2.22
C 7.12 5.90 2.52
C 5.81 6.21 1.83
Cl 4.97 7.61 2.55
H 6.99 5.81 3.59
H 7.53 4.97 2.13
H 5.13 5.36 1.92
H 5.95 6.41 0.76

Results
HOMO (spin up / spin down) ... -8.4 / -9.4 eV
Maximum force ... 5.41 eV Å⁻¹
Spin multiplicity ... 2
Frontier orbital gap (spin up / spin down) ... 8.868 / 9.693 eV
E ... -4746.63087 hartree

[5]
Density functional theory data (wB97M-V/def2-TZVPD) for a molecular structure, C5H7NO in a non-equilibrium geometry.

Cartesian coordinates (Å):
O 1.75 1.56 -1.28
C 0.97 0.76 -0.93
C 1.54 -0.67 0.41
N 0.27 -1.13 0.22
C -0.73 -0.37 0.96
C -1.38 0.38 -0.15
C -0.33 0.25 -1.17
H 2.32 -1.37 0.11
H 1.87 -0.14 1.30
H -0.25 0.28 1.67
H -1.44 -1.00 1.47
H -1.68 1.38 0.13
H -2.24 -0.14 -0.55
H -0.67 0.19 -2.18

Results
HOMO (spin up / spin down) ... -7.4 / -7.8 eV
Energy relative to the best compared isomer or geometry (same formula, charge and spin) ... 543.3 kJ/mol
Maximum force ... 3.50 eV Å⁻¹
Frontier orbital gap (spin up / spin down) ... 6.970 / 7.722 eV
E ... -324.51752 hartree

[6]
Density functional theory data (wB97M-V/def2-TZVPD) for 5 unconnected molecules or ions with the total composition C21H43NO18S4.

Cartesian coordinates (Å):
C -2.33 0.32 1.49
C -3.67 -0.36 1.12
C -3.50 -1.76 0.53
C -2.77 -1.76 -0.83
C -2.00 -3.06 -1.08
C -0.68 -3.24 -0.32
C 0.14 -1.96 -0.14
C 1.52 -2.23 0.46
C 2.05 -1.06 1.30
C 1.89 0.32 0.67
C 2.55 0.49 -0.70
C 4.08 0.35 -0.70
N 4.78 1.58 -0.30
C 4.87 1.80 1.08
O 5.02 0.92 1.90
O 4.84 3.10 1.46
H -2.52 1.11 2.22
H -1.67 -0.43 1.94
H -1.85 0.75 0.61
H -4.18 0.27 0.39
H -4.27 -0.40 2.03
H -4.51 -2.17 0.36
H -3.01 -2.43 1.24
H -3.54 -1.67 -1.60
H -2.14 -0.87 -0.93
H -2.66 -3.89 -0.78
H -1.82 -3.19 -2.16
H -0.89 -3.66 0.67
H -0.08 -3.98 -0.85
H -0.41 -1.31 0.54
H 0.19 -1.43 -1.09
H 2.23 -2.40 -0.37
H 1.51 -3.15 1.04
H 1.53 -1.06 2.26
H 3.11 -1.20 1.53
H 0.84 0.60 0.57
H 2.32 1.05 1.38
H 2.15 -0.26 -1.40
H 2.27 1.46 -1.12
H 4.42 0.09 -1.71
H 4.39 -0.45 -0.04
H 4.34 2.37 -0.75
H 4.89 3.68 0.69
O 8.85 3.79 -4.82
S 7.81 3.54 -3.90
O 6.60 4.27 -3.94
O 8.42 3.57 -2.43
C 8.15 2.34 -1.74
C 8.11 1.30 -2.84
O 7.44 1.98 -3.92
H 7.19 2.42 -1.24
H 8.94 2.15 -1.02
H 7.55 0.42 -2.57
H 9.11 1.02 -3.18
O -2.79 -1.26 -3.95
S -1.84 -0.23 -4.12
O -0.45 -0.46 -3.90
O -2.30 1.05 -3.28
C -2.44 2.19 -4.15
C -2.82 1.59 -5.49
O -2.02 0.40 -5.57
H -1.48 2.71 -4.19
H -3.20 2.85 -3.75
H -2.58 2.24 -6.33
H -3.87 1.31 -5.53
O -1.24 -2.12 5.99
S -0.20 -2.12 5.02
O -0.33 -2.81 3.80
O 1.17 -2.54 5.74
C 2.17 -1.53 5.56
C 1.37 -0.24 5.46
O 0.22 -0.61 4.69
H 2.72 -1.73 4.64
H 2.85 -1.54 6.41
H 1.91 0.55 4.94
H 1.05 0.12 6.44
O -7.92 2.49 -0.22
S -7.47 1.62 0.81
O -6.26 1.87 1.50
O -7.46 0.13 0.23
C -8.26 -0.73 1.05
C -9.33 0.19 1.61
O -8.62 1.40 1.89
H -7.63 -1.15 1.84
H -8.67 -1.53 0.44
H -9.77 -0.19 2.53
H -10.12 0.39 0.88

Results
HOMO ... -10.1 eV
Maximum force ... 0.89 eV Å⁻¹
Frontier orbital gap ... 10.298 eV
E ... -3827.73265 hartree

[7]
Density functional theory data (wB97M-V/def2-TZVPD) for a molecular structure, C6H9N in a non-equilibrium geometry.

Cartesian coordinates (Å):
C -0.03 -1.34 -2.03
C 0.46 -0.27 -1.37
C 0.93 -0.64 1.27
C -0.48 1.66 0.34
C -1.50 0.58 0.32
C -0.09 0.26 -0.10
N 1.43 0.01 2.20
H 0.33 -1.43 -3.01
H -0.72 -2.02 -1.64
H 1.17 0.45 -1.58
H 1.01 -1.67 1.02
H -0.49 2.34 -0.44
H -0.07 1.89 1.23
H -1.73 0.22 1.27
H -2.38 0.46 -0.18
H 2.15 -0.48 2.69

Results
HOMO ... -8.6 eV
Energy relative to the best compared isomer or geometry (same formula, charge and spin) ... 449.1 kJ/mol
Maximum force ... 4.82 eV Å⁻¹
Frontier orbital gap ... 9.659 eV
E ... -288.61098 hartree

[8]
Density functional theory data (wB97M-V/def2-TZVPD) for 2 unconnected molecules or ions with the total composition C2H4NP in a non-equilibrium geometry.

Cartesian coordinates (Å):
C 0.87 -1.13 -0.21
C 0.78 0.30 -0.20
N 1.09 -2.26 -0.32
P -2.79 -0.09 0.90
H -0.26 0.66 -0.18
H 1.30 0.60 -1.04
H 1.23 0.75 0.68
H -2.22 1.16 0.37

Results
HOMO (spin up / spin down) ... -9.2 / -9.2 eV
Energy relative to the best compared isomer or geometry (same formula, charge and spin) ... 231.5 kJ/mol
Maximum force ... 2.71 eV Å⁻¹
Frontier orbital gap (spin up / spin down) ... 7.413 / 7.384 eV
E ... -474.58550 hartree